1.
Computed, not measured: the molecule C6H10, with wB97M-V/def2-TZVPD.

Geometry (Å):
C 2.4974 -0.1289 0.7486
C 1.5887 0.2512 -0.3752
C 0.5410 -0.2967 -0.9299
C -0.6568 -0.3397 -1.4503
C -1.8105 0.2259 -0.6419
C -1.6629 0.0291 0.8698
H 2.5667 -1.1989 0.9460
H 3.4983 0.2700 0.5688
H 2.1152 0.3631 1.6512
H 1.7219 1.2624 -0.7506
H -0.8116 -0.6387 -2.4842
H -1.8751 1.3033 -0.8527
H -2.7495 -0.2119 -0.9933
H -1.4705 -1.0219 1.1098
H -2.5737 0.3435 1.3871
H -0.8297 0.6085 1.2832

Calculated values
LUMO level   0.04008 hartree
Total charge   0
Kohn-Sham gap   10.150 eV
SMILES   CC=C=CCC
Highest occupied orbital energy   -9.06 eV

---

2.
Computed, not measured: a structure of composition C48H49F15LuN5O4S2Te, with wB97M-V/def2-TZVPD.

Geometry (Å):
Lu 10.2779 17.1281 12.8570
C 7.5897 15.0021 12.3017
N 7.8889 16.1605 13.2341
C 7.0761 17.2360 12.6626
C 7.2428 18.5319 13.4066
N 8.6894 18.7620 13.4421
C 9.1849 19.8137 14.1384
C 10.5726 19.8444 14.3950
F 11.3565 18.8302 13.9744
C 11.2178 20.9038 15.0251
F 12.5471 20.9502 15.1506
C 10.4577 21.8744 15.7143
F 11.0730 22.7973 16.4659
C 9.0268 21.8195 15.5205
F 8.3148 22.8569 15.9400
C 8.4398 20.8317 14.7575
F 7.1076 20.8507 14.5715
C 7.5351 15.7865 14.6219
C 8.2917 16.4018 15.8262
N 9.5332 15.7191 15.9399
C 9.8018 15.0580 17.1605
C 9.9231 13.6584 17.3100
F 9.6258 12.7801 16.2816
C 10.2814 13.1132 18.5199
F 10.3695 11.7499 18.6121
C 10.6122 13.8786 19.5818
F 11.0755 13.3138 20.6792
C 10.5459 15.2156 19.5365
F 11.0071 15.9232 20.5226
C 10.1702 15.7715 18.2929
F 10.2249 17.0700 18.1398
H 6.5487 14.6475 12.3928
H 8.2546 14.1434 12.6726
H 7.7771 15.2432 11.2256
H 5.9836 17.0172 12.6714
H 7.4634 17.3121 11.6584
H 6.8043 18.4221 14.4341
H 6.7218 19.3120 12.9513
H 7.6502 14.7381 14.6661
H 6.4632 16.0241 14.7932
H 7.7068 16.3775 16.7362
H 8.5039 17.4859 15.5825
F 6.7213 24.5301 13.5262
C 7.5172 23.7750 12.7429
C 7.1822 22.4557 12.3572
F 5.9094 22.1099 12.4543
C 8.0248 21.5844 11.6951
F 7.4953 20.3775 11.3627
C 9.3654 21.9297 11.3254
S 10.4910 20.7985 10.6985
C 9.6526 23.2545 11.6695
F 10.8397 23.8540 11.2897
C 8.7905 24.1257 12.3852
F 9.2308 25.3026 12.8585
O 12.1027 21.6765 7.6804
H 11.4726 21.4111 8.3144
H 12.8883 21.9541 8.1132
N 11.5485 15.1044 14.8677
C 10.4866 15.8520 14.9264
H 11.6254 14.5184 15.7276
O 10.3415 14.8974 12.1980
H 10.9147 14.4138 12.7735
H 11.0162 15.0206 11.4839
C 14.5165 15.7336 12.4144
C 13.0856 15.8575 11.8392
O 12.6607 14.8606 11.1749
N 12.4439 16.9130 12.0490
Te 9.6385 11.2254 9.8397
C 11.2018 10.0060 9.0915
C 11.2662 8.6466 9.5179
C 10.2044 7.9247 10.3607
C 12.4085 7.9204 9.1788
C 13.4759 8.4618 8.4235
C 14.6929 7.6198 8.1007
C 13.3842 9.7845 8.0092
C 12.2551 10.5916 8.3331
C 12.1503 11.9705 7.7706
C 10.0030 10.6666 11.8894
C 11.2408 10.8510 12.4864
C 12.3294 11.6374 11.7843
C 11.3922 10.4279 13.8154
C 10.4114 9.8333 14.5865
C 10.6591 9.5101 15.9900
C 9.1872 9.6840 13.9994
C 8.9899 10.0740 12.6517
C 7.6182 9.9389 12.1052
H 15.3026 16.1351 11.7704
H 14.7167 14.6819 12.6290
H 14.4726 16.2937 13.3501
H 9.2734 8.4726 10.0884
H 10.4266 8.1456 11.4044
H 10.1838 6.8494 10.2232
H 12.5015 6.8873 9.4944
H 15.4933 8.1957 7.6216
H 14.4030 6.7266 7.5356
H 15.1266 7.2075 9.0162
H 14.2240 10.2835 7.5954
H 13.0239 12.2428 7.2083
H 11.9173 12.6867 8.5422
H 11.2656 11.9104 7.1318
H 12.0197 12.6744 11.5866
H 12.5015 11.1561 10.7845
H 13.2376 11.7716 12.3504
H 12.3580 10.6482 14.2544
H 11.4735 8.8542 16.2137
H 9.7736 8.9893 16.4139
H 10.8538 10.3797 16.5746
H 8.3681 9.3561 14.6281
H 7.5246 9.0720 11.4404
H 7.4441 10.7542 11.4276
H 6.8386 10.0377 12.8325
O 9.6368 17.2413 10.6121
S 10.6154 17.8351 9.5862
C 11.1631 16.4082 8.7302
C 10.0442 15.9012 7.7944
C 8.9734 17.0709 7.6174
C 9.5498 18.3444 8.2790
H 11.5610 15.6486 9.4340
H 12.1154 16.6875 8.2077
H 9.6310 14.9725 8.1523
H 10.4571 15.7368 6.7983
H 8.0442 16.8732 8.1270
H 8.7967 17.1715 6.5686
H 8.8294 19.0600 8.6899
H 10.1737 18.8881 7.5915

Calculated values
LUMO level (spin up / spin down)   0.06188 / 0.04490 hartree
Total charge   -1
Kohn-Sham gap (spin up / spin down)   6.378 / 5.915 eV
Highest occupied orbital energy (spin up / spin down)   -4.69 / -4.69 eV
⟨S²⟩   0.7554
Spin multiplicity   2

---

3.
Computed, not measured: a structure of composition C25H26F3N9O3Pt, with wB97M-V/def2-TZVPD.

Geometry (Å):
Pt 0.8227 0.4364 0.4817
N 0.7662 0.8706 2.7004
C -0.5481 0.5064 3.3030
C -0.7783 -0.9960 3.3628
C -0.5316 -1.7082 2.0645
O -1.4339 -2.3612 1.5115
O 0.7029 -1.5847 1.5682
H 1.5034 0.3021 3.0854
H 0.9836 1.8368 2.8832
H -1.3253 0.9731 2.7090
H -0.6196 0.9145 4.3040
H -1.8029 -1.1795 3.6635
H -0.1160 -1.4463 4.1049
N 3.3091 -1.8032 1.1596
C 3.8636 -0.7122 0.5961
N 5.1441 -0.7573 0.2850
C 5.6240 0.3716 -0.2334
N 6.9141 0.3898 -0.5772
N 4.9264 1.5248 -0.4457
C 3.6739 1.4501 -0.1088
N 3.0610 0.3703 0.4060
C 2.8393 2.6901 -0.2605
C 3.3766 3.8700 -0.7318
C 2.5775 5.0020 -0.7471
C 1.2764 4.9189 -0.2828
C 0.8034 3.6931 0.1471
N 1.5690 2.6011 0.1502
H 3.9307 -2.5515 1.4010
H 2.3466 -1.7949 1.5015
H 7.4811 -0.4232 -0.4316
H 7.3125 1.2219 -0.9638
H 4.4065 3.8852 -1.0625
H 2.9749 5.9453 -1.1074
H 0.6321 5.7904 -0.2520
H -0.2122 3.5681 0.4989
F -7.8176 4.0287 -1.1098
C -7.6603 2.7081 -1.0052
F -8.0907 2.1189 -2.1243
F -8.3691 2.2536 0.0303
C -6.2039 2.3496 -0.7948
C -5.9033 1.0116 -0.5124
C -4.6064 0.6435 -0.3107
C -3.5741 1.6284 -0.3815
C -3.9058 2.9834 -0.6874
C -5.2137 3.3327 -0.8924
C -2.2732 1.2743 -0.1261
C -1.0723 0.9472 0.1094
H -6.7007 0.2794 -0.4493
H -4.3474 -0.3820 -0.0838
H -3.1162 3.7216 -0.7638
H -5.4871 4.3534 -1.1214
N 1.0478 -1.0507 -1.2985
C 0.7449 -2.1455 -1.5432
N 0.4338 -3.3879 -1.9453
C -0.7956 -4.0314 -1.5473
C -0.3806 -5.1761 -0.5617
O 0.5486 -6.0130 -1.1925
C 1.7426 -5.3847 -1.5262
C 1.4568 -4.2272 -2.5420
H -1.2608 -4.4689 -2.4302
H -1.4441 -3.3382 -1.0191
H -1.2699 -5.7513 -0.3364
H 0.0140 -4.7221 0.3444
H 2.3862 -6.1058 -2.0127
H 2.2388 -4.9692 -0.6524
H 1.0704 -4.6401 -3.4670
H 2.3551 -3.6548 -2.7293

Calculated values
LUMO level (spin up / spin down)   -0.19244 / -0.36305 hartree
Total charge   +2
Kohn-Sham gap (spin up / spin down)   7.374 / 4.336 eV
Highest occupied orbital energy (spin up / spin down)   -12.61 / -14.22 eV
⟨S²⟩   6.0557
Spin multiplicity   5

---

4.
Computed, not measured: a cluster of 2 separate species, C4H10N in total, with wB97M-V/def2-TZVPD.

Geometry (Å):
C -0.8653 -1.5150 1.4903
C 0.6859 0.3312 1.0241
N 0.3596 -0.9067 0.9545
H -0.5543 -2.2950 2.2315
H -1.4242 -1.9740 0.6542
H -1.4618 -0.7444 1.9601
H 0.0069 1.0707 1.5093
H 1.6198 0.6393 0.5259
H 1.0314 -1.5591 0.5801
C -0.3913 1.5645 -1.5886
C 0.6302 0.7367 -1.9064
H -0.2620 2.6087 -1.2544
H -1.3978 1.2142 -1.7617
H 1.6783 0.9891 -1.9760
H 0.3447 -0.1600 -2.4429

Calculated values
LUMO level   -0.18003 hartree
Total charge   +1
Kohn-Sham gap   9.211 eV
Highest occupied orbital energy   -14.11 eV

---

5.
Computed, not measured: the molecule C2H2N2O2, with wB97M-V/def2-TZVPD.

Geometry (Å):
O 1.9231 0.1103 -0.1583
C 0.6760 -0.1275 0.1712
N -0.1764 -1.0949 0.0761
N -1.4748 -0.7246 -0.0511
C -1.2949 0.5791 -0.1613
O -0.0766 1.0468 0.1649
H 2.4825 -0.7491 -0.0925
H -1.9832 1.5189 -0.1942

Calculated values
LUMO level   0.01331 hartree
Total charge   0
Kohn-Sham gap   10.077 eV
SMILES   Oc1nnco1
Highest occupied orbital energy   -9.72 eV

---

6.
Computed, not measured: the molecule C5H8O2, with wB97M-V/def2-TZVPD.

Geometry (Å):
C 1.9275 -0.5207 0.7447
C 0.7859 -0.5634 0.0920
C 0.0032 -0.8960 -1.1132
C -0.6473 -0.2642 0.1174
O -1.4573 -1.0353 0.9500
C -0.9696 1.2184 0.0533
O 0.0739 1.9083 -0.6027
H 2.8582 -0.8599 0.3009
H 1.9591 -0.2508 1.7994
H 0.1076 -0.3126 -2.0244
H -0.1929 -1.9571 -1.2578
H -2.3161 -1.1308 0.5185
H -1.8942 1.3945 -0.5138
H -1.1318 1.5923 1.0767
H 0.8938 1.6772 -0.1408

Calculated values
LUMO level   0.03010 hartree
Total charge   0
Kohn-Sham gap   10.768 eV
SMILES   C=C1C[C@]1(O)CO
Highest occupied orbital energy   -9.95 eV